{
  "formula": "C68H182N10O28",
  "method": "wB97M-V/def2-TZVPD",
  "de_lowest_ev": 1.843,
  "total_energy_ev": -145680.764,
  "homo_energy_ev": -8.18,
  "mol_weight_g_mol": 1588.25,
  "total_charge": 0,
  "homo_lumo_gap_ev": 8.53,
  "e_lumo_ev": 0.3,
  "elements": ["O", "H", "H", "O", "H", "H", "O", "H", "H", "O", "H", "H", "C", "O", "C", "C", "N", "C", "C", "O", "C", "H", "H", "H", "H", "H", "H", "H", "H", "H", "H", "H", "H", "H", "H", "H", "C", "O", "C", "C", "N", "C", "C", "O", "C", "H", "H", "H", "H", "H", "H", "H", "H", "H", "H", "H", "H", "H", "H", "H", "C", "O", "C", "C", "N", "C", "C", "O", "C", "H", "H", "H", "H", "H", "H", "H", "H", "H", "H", "H", "H", "H", "H", "H", "C", "O", "C", "C", "N", "C", "C", "O", "C", "H", "H", "H", "H", "H", "H", "H", "H", "H", "H", "H", "H", "H", "H", "H", "C", "O", "C", "C", "N", "C", "C", "O", "C", "H", "H", "H", "H", "H", "H", "H", "H", "H", "H", "H", "H", "H", "H", "H", "C", "O", "C", "C", "N", "C", "C", "O", "C", "H", "H", "H", "H", "H", "H", "H", "H", "H", "H", "H", "H", "H", "H", "H", "C", "O", "C", "C", "N", "C", "C", "O", "C", "H", "H", "H", "H", "H", "H", "H", "H", "H", "H", "H", "H", "H", "H", "H", "C", "O", "C", "C", "N", "C", "C", "O", "C", "H", "H", "H", "H", "H", "H", "H", "H", "H", "H", "H", "H", "H", "H", "H", "C", "O", "C", "C", "N", "C", "C", "O", "C", "H", "H", "H", "H", "H", "H", "H", "H", "H", "H", "H", "H", "H", "H", "H", "C", "O", "C", "C", "N", "C", "C", "O", "C", "H", "H", "H", "H", "H", "H", "H", "H", "H", "H", "H", "H", "H", "H", "H", "C", "C", "O", "H", "H", "H", "H", "H", "H", "C", "C", "O", "H", "H", "H", "H", "H", "H", "C", "C", "O", "H", "H", "H", "H", "H", "H", "C", "C", "O", "H", "H", "H", "H", "H", "H"],
  "positions_angstrom": [[3.6253, -7.1756, 29.2522], [4.2159, -7.1053, 30.0021], [3.2470, -6.3010, 29.1619], [-1.5092, -6.2562, 36.4966], [-1.8469, -6.2000, 35.6027], [-1.2617, -7.1748, 36.6023], [-3.2425, -11.9420, 36.2384], [-2.6186, -11.8169, 36.9534], [-3.2083, -12.8802, 36.0515], [2.6624, -4.5809, 28.8594], [2.3973, -4.0926, 28.0800], [2.4173, -4.0154, 29.5918], [4.5090, -8.0511, 34.7687], [5.5429, -7.9856, 35.7327], [6.4877, -9.0928, 35.8872], [7.4608, -8.7545, 36.9773], [8.4082, -7.7134, 36.6723], [8.9686, -7.0936, 37.8344], [10.2370, -6.1963, 37.4694], [10.8778, -5.6239, 38.5275], [11.4939, -6.4976, 39.4505], [3.7845, -7.2753, 35.0161], [4.0771, -9.0518, 34.7806], [4.8850, -7.8699, 33.7618], [7.0788, -9.2722, 34.9892], [5.8422, -9.9226, 36.1751], [7.9888, -9.5628, 37.4832], [6.8898, -8.3067, 37.7907], [7.9492, -6.9696, 36.1663], [9.2557, -7.8492, 38.5657], [8.2925, -6.4546, 38.4024], [9.7963, -5.3947, 36.8767], [10.8798, -6.7092, 36.7540], [11.8751, -5.8140, 40.2092], [12.3720, -6.9183, 38.9606], [10.8603, -7.2595, 39.9045], [6.3735, -4.8077, 36.5592], [7.2935, -5.4184, 35.6367], [7.0328, -5.0269, 34.2863], [8.0203, -5.6835, 33.4185], [7.6262, -7.0198, 33.0096], [8.7480, -7.6769, 32.3459], [8.2956, -8.7457, 31.3118], [9.3508, -9.6271, 30.9117], [8.8765, -10.6438, 30.0032], [6.6065, -4.9803, 37.6100], [5.3331, -5.0769, 36.3773], [6.4223, -3.7199, 36.5095], [7.1129, -3.9456, 34.1744], [5.9982, -5.2667, 34.0412], [9.0094, -5.7485, 33.8720], [8.1681, -5.1540, 32.4773], [7.3890, -7.5193, 33.8548], [9.2893, -8.1468, 33.1669], [9.3701, -6.9695, 31.7974], [7.9546, -8.2791, 30.3877], [7.5280, -9.3504, 31.7948], [9.7157, -11.3126, 29.8119], [8.6374, -10.3055, 28.9950], [8.0922, -11.2737, 30.4231], [-7.4322, -8.5444, 31.2953], [-7.1787, -9.9501, 31.1868], [-8.4036, -10.6755, 31.1043], [-8.0861, -12.1924, 31.1423], [-7.1349, -12.6157, 30.0811], [-6.7839, -14.0391, 30.2347], [-5.5781, -14.4262, 29.3681], [-4.5200, -13.4804, 29.5987], [-3.4885, -13.7193, 28.6712], [-6.4977, -8.0535, 31.5671], [-8.0561, -8.2345, 32.1336], [-7.7277, -8.0488, 30.3706], [-8.9879, -10.5485, 30.1930], [-9.0468, -10.3743, 31.9312], [-8.9668, -12.8312, 31.0753], [-7.7553, -12.3902, 32.1619], [-6.2634, -12.1103, 30.1541], [-7.5900, -14.7640, 30.1220], [-6.4593, -14.1866, 31.2648], [-5.9627, -14.3897, 28.3489], [-5.3457, -15.4737, 29.5605], [-3.0517, -14.7179, 28.6662], [-2.6733, -13.0492, 28.9444], [-3.7330, -13.4718, 27.6382], [-7.6491, -10.3150, 35.1301], [-8.4026, -11.4863, 35.0482], [-9.7597, -11.2834, 35.3581], [-10.5377, -12.6398, 35.0427], [-10.1432, -13.6016, 36.0506], [-10.8663, -14.8934, 35.9148], [-10.4684, -16.0542, 36.8505], [-9.1500, -16.5094, 36.7300], [-8.9096, -17.7803, 37.2498], [-7.9728, -9.4413, 34.5645], [-6.5780, -10.4987, 35.0458], [-7.6603, -10.0155, 36.1781], [-10.2028, -10.5098, 34.7310], [-9.8631, -10.8628, 36.3584], [-10.3144, -12.8849, 34.0044], [-11.6053, -12.4451, 35.1443], [-9.1721, -13.7704, 35.8302], [-10.7798, -15.2149, 34.8769], [-11.9292, -14.6905, 36.0455], [-11.1066, -16.9131, 36.6430], [-10.6164, -15.9150, 37.9213], [-9.2657, -18.5541, 36.5697], [-9.3851, -17.9796, 38.2101], [-7.8344, -17.8510, 37.4142], [1.1240, -2.4225, 30.5938], [2.5612, -2.3806, 30.4975], [3.0467, -1.1091, 30.1523], [4.5214, -1.1371, 30.5777], [4.6676, -0.7988, 32.0190], [4.2236, -1.8294, 32.9913], [4.1590, -1.2653, 34.3738], [3.9907, -2.4276, 35.0920], [3.8492, -2.0139, 36.4978], [0.8087, -3.4477, 30.7880], [0.7042, -1.9581, 29.7015], [0.7970, -1.8442, 31.4580], [2.5743, -0.3452, 30.7698], [2.9239, -0.9140, 29.0869], [5.0960, -0.3595, 30.0745], [5.0252, -2.0578, 30.2833], [4.0931, -0.0064, 32.2683], [4.9836, -2.6101, 33.0222], [3.3034, -2.2590, 32.5954], [3.3940, -0.4960, 34.4793], [5.1205, -0.8283, 34.6434], [4.4610, -1.2088, 36.9047], [4.0008, -2.9150, 37.0920], [2.7778, -1.8149, 36.5206], [-3.6877, -2.1649, 27.0610], [-3.6183, -3.1081, 28.1016], [-3.3200, -2.5811, 29.4100], [-3.8268, -3.6112, 30.5132], [-5.2733, -3.5700, 30.7482], [-5.7974, -4.6607, 31.5740], [-7.3021, -4.5442, 31.9265], [-8.1442, -5.1895, 31.0320], [-8.2207, -4.6599, 29.7173], [-3.4927, -1.1448, 27.3921], [-4.6106, -2.2064, 26.4827], [-2.8423, -2.4435, 26.4318], [-3.6421, -1.5681, 29.6511], [-2.2346, -2.5696, 29.5095], [-3.4157, -3.3062, 31.4755], [-3.4313, -4.5998, 30.2799], [-5.7062, -3.5372, 29.8363], [-5.3603, -4.4871, 32.5574], [-5.5609, -5.6453, 31.1708], [-7.4725, -3.4690, 31.9818], [-7.4420, -5.0375, 32.8883], [-7.2603, -4.7864, 29.2176], [-8.5023, -3.6104, 29.8038], [-9.0250, -5.1889, 29.2063], [1.7108, -3.7996, 25.5191], [1.0095, -4.0501, 26.7137], [-0.1708, -4.8314, 26.4900], [-0.6748, -5.4368, 27.7764], [0.3440, -6.3025, 28.4162], [-0.0540, -6.7301, 29.7693], [-1.2806, -7.7040, 29.7289], [-2.4908, -6.9236, 29.7211], [-3.7277, -7.7082, 29.5617], [1.0922, -3.4086, 24.7113], [2.0395, -4.7349, 25.0660], [2.5462, -3.1581, 25.7995], [-0.0164, -5.6522, 25.7897], [-0.9292, -4.1277, 26.1467], [-1.5773, -6.0351, 27.6514], [-1.0736, -4.7334, 28.5074], [1.1929, -5.8003, 28.6336], [-0.1670, -5.9256, 30.4960], [0.7430, -7.2858, 30.2634], [-1.1992, -8.3159, 30.6272], [-1.2122, -8.4234, 28.9129], [-4.6198, -7.2328, 29.9695], [-3.6354, -8.6101, 30.1669], [-3.8454, -7.9666, 28.5094], [-3.7794, -8.6149, 35.0798], [-3.3110, -7.3221, 34.5817], [-3.1073, -7.2918, 33.1840], [-2.3836, -5.9184, 32.9431], [-1.0822, -5.8666, 33.6023], [-0.4174, -4.6071, 33.5170], [1.0965, -4.7941, 33.7529], [1.6046, -5.4282, 32.5647], [3.0542, -5.3292, 32.4798], [-2.9761, -9.3420, 34.9608], [-4.6512, -8.8864, 34.4844], [-3.8955, -8.4957, 36.1570], [-4.1042, -7.3357, 32.7453], [-2.6324, -8.1835, 32.7748], [-3.0664, -5.1617, 33.3296], [-2.2598, -5.6914, 31.8842], [-0.4603, -6.5539, 33.2011], [-0.8239, -3.9248, 34.2634], [-0.6847, -4.1769, 32.5518], [1.3423, -5.4546, 34.5844], [1.6294, -3.8490, 33.8571], [3.3632, -6.0137, 31.6899], [3.5095, -5.6059, 33.4307], [3.3497, -4.3574, 32.0843], [-1.4219, 2.4105, 35.6223], [-0.5767, 1.2813, 35.9116], [-0.0343, 0.6010, 34.7751], [-0.9686, -0.4126, 34.1100], [-1.8021, 0.2346, 33.1238], [-2.6695, -0.6947, 32.3979], [-3.8418, -1.1671, 33.2180], [-3.3653, -2.2846, 33.9593], [-4.3290, -2.7263, 34.9093], [-0.9812, 3.0415, 34.8505], [-1.5056, 2.9797, 36.5481], [-2.3758, 2.0419, 35.2449], [0.8610, 0.0868, 35.1244], [0.3606, 1.3095, 34.0470], [-1.6647, -0.8132, 34.8469], [-0.3455, -1.2496, 33.7951], [-2.3831, 0.9348, 33.5623], [-2.1358, -1.5434, 31.9702], [-3.0308, -0.1198, 31.5452], [-4.6391, -1.6220, 32.6303], [-4.2318, -0.4643, 33.9542], [-3.9259, -3.5550, 35.4914], [-5.2474, -3.0151, 34.3982], [-4.5807, -1.8724, 35.5383], [-4.5819, -5.0342, 38.1682], [-5.2274, -3.9216, 38.7822], [-6.1698, -4.2625, 39.8092], [-7.3468, -5.0545, 39.3342], [-8.0591, -4.3377, 38.2690], [-9.0082, -5.1060, 37.5053], [-8.3526, -6.2263, 36.6009], [-7.1465, -5.6593, 36.0395], [-6.4590, -6.4744, 35.1307], [-4.1663, -5.6527, 38.9637], [-3.7155, -4.6018, 37.6677], [-5.1496, -5.6367, 37.4591], [-6.5085, -3.3524, 40.3043], [-5.7376, -4.7773, 40.6673], [-7.9693, -5.2363, 40.2104], [-7.0473, -6.0314, 38.9547], [-7.3405, -4.2254, 37.5682], [-9.5159, -4.4044, 36.8433], [-9.8140, -5.5088, 38.1189], [-9.0863, -6.4986, 35.8422], [-8.0559, -7.0283, 37.2768], [-5.9250, -7.2298, 35.7070], [-5.7045, -5.9792, 34.5194], [-7.0342, -6.9911, 34.3624], [0.2762, -8.9158, 34.6088], [0.6296, -8.2869, 35.9515], [-0.3157, -8.6284, 36.9757], [0.2631, -10.0050, 34.5678], [0.9466, -8.5965, 33.8109], [-0.7783, -8.6604, 34.5045], [0.7437, -7.2057, 35.8738], [1.6129, -8.6438, 36.2579], [-0.0262, -8.2774, 37.8210], [-0.4701, -1.9249, 38.2912], [-0.9556, -2.9780, 37.3678], [-0.9297, -4.0638, 38.2257], [0.5033, -2.1726, 38.7145], [-1.1839, -1.6221, 39.0574], [-0.2588, -0.9897, 37.7727], [-0.3545, -3.1199, 36.4697], [-1.9834, -2.8319, 37.0355], [-1.3158, -4.8020, 37.7487], [7.5054, -5.0933, 29.5194], [6.2241, -4.9293, 30.3922], [5.9560, -6.2661, 30.7704], [7.4121, -5.8070, 28.7008], [8.3504, -5.4955, 30.0783], [7.7896, -4.1447, 29.0641], [5.4190, -4.5060, 29.7916], [6.4431, -4.3084, 31.2609], [6.5579, -6.4733, 31.4890], [-2.6852, -12.1240, 32.3722], [-3.1357, -10.9578, 31.4842], [-2.2021, -10.8895, 30.3912], [-2.5889, -13.1422, 31.9952], [-3.1849, -12.2762, 33.3289], [-1.6706, -11.8747, 32.6829], [-3.1044, -9.9987, 32.0011], [-4.1658, -11.0868, 31.1521], [-1.3112, -11.1681, 30.6156]],
  "atomic_forces_ev_per_a": [[-0.200, -0.707, -0.033], [0.521, 0.047, 0.144], [-0.108, 0.468, -0.225], [-0.187, 0.923, 0.803], [-0.055, 0.002, -0.647], [-0.079, -0.489, 0.198], [-0.145, 0.192, -0.159], [0.188, 0.119, 0.202], [-0.046, -0.256, -0.068], [0.556, -0.322, 0.241], [-0.398, -0.054, -0.473], [0.330, 0.330, 0.282], [0.864, -0.669, 0.064], [1.221, 0.415, 0.487], [-1.049, 0.633, -0.181], [-0.458, 1.331, 1.864], [0.809, 0.058, -1.255], [1.956, 0.326, 0.553], [-2.448, -0.964, -1.334], [-0.077, 0.483, 1.160], [0.822, 0.928, -0.261], [-0.051, -0.184, 0.111], [-0.473, -0.053, -0.012], [0.081, 0.083, -0.217], [-0.350, -0.248, -0.481], [0.461, -0.558, -0.182], [-0.101, -0.602, -0.658], [-0.922, -0.389, 0.428], [-0.182, -0.116, -0.261], [0.189, -0.340, -0.107], [-0.476, 0.297, -0.035], [0.132, 0.348, 0.018], [0.365, -0.548, 0.237], [-0.077, -0.288, 0.284], [0.038, -0.580, 0.075], [-0.126, 0.040, -0.180], [0.117, 0.549, -0.156], [-0.811, 0.992, 0.565], [-0.453, 0.674, 1.093], [0.792, -0.679, -1.285], [-0.582, 0.157, -0.665], [0.096, -1.369, -0.316], [0.415, -0.190, 0.237], [-0.379, -0.330, -0.220], [1.220, -0.062, 0.343], [0.373, -0.805, -0.250], [0.006, -0.344, -0.187], [0.106, 0.256, -0.514], [0.119, 0.294, 0.242], [-0.136, -0.288, -0.259], [0.149, 0.431, 0.500], [-0.061, 0.502, 0.092], [-0.137, -0.315, -0.007], [0.823, -0.234, -0.428], [0.069, 0.223, 0.375], [-0.633, 0.260, 0.214], [-0.478, 0.021, -0.188], [0.213, 0.025, 0.354], [-0.526, 0.626, 0.168], [-0.324, 0.319, 0.104], [1.288, 0.180, 0.229], [-1.009, 0.762, -0.129], [0.123, -1.461, -0.339], [0.683, 0.453, 0.172], [-1.063, -0.579, 0.281], [1.268, 0.498, 0.907], [-1.595, 0.949, 0.191], [-0.700, -1.685, -0.592], [1.289, 0.923, -0.024], [0.461, -0.254, -0.160], [-0.724, -0.495, -0.087], [-0.467, -0.350, -0.121], [0.315, 0.776, -0.430], [-0.093, -0.218, 0.280], [-0.388, 0.383, -0.402], [0.709, -0.208, 0.253], [-0.005, 0.270, 0.072], [-0.322, 0.359, -0.536], [0.113, -0.172, 0.521], [0.500, 0.261, -0.500], [0.626, 0.009, 0.250], [-0.407, -0.409, 0.331], [-0.028, 0.102, 0.053], [-0.525, 0.006, -0.081], [0.743, 0.288, 1.902], [-0.006, -0.284, -0.931], [-0.976, -0.862, -0.976], [0.539, 2.173, 1.573], [-0.007, -1.146, -0.048], [0.595, 0.310, 0.031], [-0.409, -0.428, 0.354], [0.858, 0.966, -0.792], [0.174, -0.189, 0.126], [-0.223, -0.277, -0.568], [-0.126, -0.390, -0.919], [-0.352, 0.534, 0.427], [0.076, 0.209, -0.557], [-0.125, -0.636, 0.502], [0.070, -0.306, -0.197], [-0.103, 0.067, -0.108], [0.397, -0.282, 0.464], [0.093, -0.511, -0.222], [-0.080, -0.040, 0.312], [-0.543, -0.004, -0.490], [-0.371, 0.903, 0.164], [0.100, -0.189, -0.203], [-0.237, 0.315, 0.281], [-0.043, -0.196, -0.207], [0.632, 0.512, 0.353], [-1.438, -0.579, 0.237], [1.427, -0.504, 0.325], [-0.140, 1.519, 0.696], [0.354, -0.945, 0.315], [0.865, 0.765, -2.212], [0.735, -0.373, -1.605], [0.205, 0.528, 3.327], [-1.460, -2.085, -0.791], [0.044, -0.066, -0.403], [-0.321, -0.353, -0.154], [-0.030, 0.251, 0.168], [-0.374, 0.234, -0.225], [-0.197, 0.117, -0.170], [-0.213, 0.165, -0.314], [-0.244, -0.263, 0.451], [0.056, 0.503, -0.634], [-0.035, -0.200, -0.105], [-0.266, -0.178, 0.792], [-0.494, -0.037, 0.309], [0.171, 0.402, -0.138], [0.196, 0.123, -0.699], [0.134, 0.059, 0.063], [0.011, 0.625, 0.802], [1.207, -0.091, -0.280], [-1.089, 0.528, 1.514], [-0.016, -2.132, 0.937], [0.090, 1.306, -0.221], [-0.197, 0.214, -0.885], [-0.273, 0.983, 0.380], [1.526, 0.003, -0.723], [-0.943, -0.775, -0.369], [-0.054, 0.038, 0.980], [-0.228, 0.095, 0.156], [-0.122, -0.144, 0.226], [-0.099, 0.318, -0.645], [-0.623, 0.046, -0.522], [0.316, 0.033, 0.054], [0.579, -0.033, -0.001], [-0.020, -0.210, -0.241], [-0.317, -0.170, -0.069], [0.660, -0.497, 0.074], [0.087, -0.316, 0.191], [-0.477, 0.229, 0.222], [-0.214, 0.193, 0.017], [-0.085, 0.064, -0.358], [0.143, 0.287, -0.343], [0.232, -0.063, -0.056], [-0.021, -0.543, -0.167], [-0.356, -0.343, -0.174], [-0.444, 0.348, 0.875], [0.568, -0.710, 1.392], [-0.432, -0.141, 0.825], [-0.980, -1.525, -0.825], [0.509, 1.216, 0.820], [-1.204, -0.638, -0.039], [1.720, -0.175, 0.442], [-0.254, 0.807, 0.232], [0.575, -0.273, 0.280], [-0.028, 0.021, -0.454], [0.332, 0.155, -0.285], [-0.238, -0.168, -0.486], [0.102, -0.203, -0.739], [0.274, 0.936, 0.022], [0.122, 0.418, -0.847], [-0.779, 0.546, -0.039], [0.415, -0.273, -0.585], [-0.463, -0.082, 0.386], [-0.048, 0.295, -0.426], [0.329, 0.749, -0.261], [0.121, -0.309, -0.232], [-0.189, -0.051, 0.027], [1.338, 1.383, -0.660], [-0.020, -1.265, 0.697], [-0.098, 1.339, 0.304], [-0.238, -1.104, -0.411], [-0.598, -1.172, 0.577], [0.380, 0.364, 0.734], [-0.294, 0.077, -1.729], [0.928, 0.144, 0.086], [-1.238, -0.515, -0.846], [-0.091, -0.291, -0.258], [-0.281, -0.320, 0.437], [-0.586, 0.012, -0.188], [-0.237, 0.465, -0.602], [0.781, 0.019, 0.248], [0.187, 0.194, 0.350], [-0.257, -0.254, -0.334], [-0.123, -0.321, -0.207], [-0.036, 0.122, 0.218], [0.698, 0.553, -0.447], [-0.351, 0.163, 0.430], [-0.172, 0.275, 0.320], [-0.050, -0.314, 0.287], [0.183, 0.240, -0.009], [0.028, 0.315, 0.587], [0.786, -1.022, -0.119], [0.015, 0.380, -0.395], [0.065, -0.092, 0.466], [-0.310, 0.905, 1.583], [0.756, -0.710, -1.558], [-0.586, 1.543, -0.198], [0.166, -2.030, 0.199], [0.366, -0.769, 0.807], [0.275, 0.574, -0.503], [0.149, 0.115, -0.080], [-0.268, -0.141, -0.122], [-0.347, 0.292, 0.284], [-0.102, -0.183, 0.415], [-0.298, 0.298, -0.299], [0.525, -0.387, 0.694], [-0.284, 0.027, -0.854], [0.060, -0.007, 0.047], [0.228, -0.011, 0.341], [-0.275, -0.060, -0.199], [-0.466, 0.736, -0.544], [-0.086, 0.640, -0.302], [0.010, 0.111, -0.091], [-0.220, -0.290, -0.055], [-0.077, -0.110, 0.500], [0.927, 0.546, 0.779], [-0.946, -0.285, 0.315], [0.418, 0.351, 0.080], [-0.670, -0.235, -0.546], [0.450, -0.083, 0.254], [-0.198, -0.469, -0.920], [0.373, 1.376, 1.131], [-1.180, 0.513, -0.574], [0.632, -1.024, 0.092], [-0.016, -0.433, -0.015], [-0.088, -0.107, -0.212], [-0.397, 0.225, 0.119], [-0.061, 0.445, -0.669], [0.705, -0.570, -0.198], [-0.342, 0.051, -0.053], [0.364, -0.354, 0.200], [0.470, 0.914, -0.001], [0.052, 0.088, -0.190], [0.155, -0.366, 0.162], [0.228, -0.391, -0.131], [-0.145, -0.583, -0.370], [0.096, -0.303, -0.103], [0.043, 0.803, 0.559], [-0.860, -0.061, 0.209], [-0.948, -0.112, 0.845], [1.577, -0.611, 0.163], [-0.281, -0.354, -0.652], [0.361, -0.128, 0.557], [-0.322, 0.444, -0.013], [-0.013, 0.371, -0.923], [-0.406, 0.095, -0.191], [0.196, -0.153, 0.152], [0.235, 0.082, 0.042], [0.742, 2.606, -0.623], [-0.428, 0.140, 0.634], [-0.117, -1.809, 0.282], [-0.224, -0.441, 0.262], [0.008, -0.575, 0.126], [-0.109, 0.275, -0.344], [0.413, 0.033, -0.098], [-0.218, 0.499, -0.198], [0.039, -0.777, -0.119], [-0.152, 0.972, -0.204], [1.992, -1.229, -1.365], [-1.486, 0.221, 0.207], [-0.704, 0.015, 0.039], [0.008, 0.282, 0.429], [0.275, 0.144, 0.044], [-0.211, -0.200, 0.200], [-0.194, 0.249, 0.059], [0.153, -0.559, 0.753], [0.622, 0.203, 1.205], [0.993, -1.271, 0.174], [-1.100, 0.351, -0.837], [-0.448, 0.300, -0.984], [-0.528, 0.521, -0.034], [0.317, 0.074, 0.123], [0.040, -0.131, 0.423], [0.227, -0.091, -0.633], [-0.183, -0.068, 0.557]]
}